Formula: C17H21BN7PbS7
Source: the OMol25 dataset
Level of theory: ωB97M-V/def2-TZVPD

```
54
Properties=species:S:1:pos:R:3:forces:R:3
Pb 1.280983 -0.462742 1.400471 0.14 -0.02 0.05
S 3.264041 0.595814 4.112140 -0.01 0.06 -0.05
S 2.930997 2.094426 5.244326 -0.16 -0.01 0.02
S 0.818208 2.383963 5.339073 0.16 0.00 -0.03
S 0.013164 1.069087 4.216215 -0.01 -0.03 0.00
C -3.091508 -1.921318 3.989525 -0.01 0.00 -0.01
N -2.846458 -1.854924 2.557903 0.02 0.01 0.07
C -3.767332 -1.498808 1.589388 0.00 -0.02 -0.04
C -3.163230 -1.616035 0.396513 -0.05 0.03 -0.01
N -1.854454 -2.024896 0.638786 0.06 -0.02 0.03
C -1.671923 -2.219149 1.989826 -0.04 0.00 -0.04
S -0.334435 -2.832497 2.786683 -0.03 0.02 -0.03
C -0.977013 -2.474144 -0.385212 -0.04 -0.02 -0.02
C -1.446057 -3.407431 -1.289904 -0.01 0.00 -0.01
C -0.595357 -3.832790 -2.298759 0.01 0.02 0.01
C 0.689203 -3.323399 -2.345731 0.00 0.00 0.00
C 1.073048 -2.398491 -1.390071 0.03 0.00 0.00
N 0.250654 -1.961840 -0.431940 -0.04 0.02 0.02
H -4.091008 -1.542506 4.184513 0.00 0.00 0.00
H -2.355811 -1.318408 4.518070 0.01 0.00 0.00
H -3.009049 -2.950661 4.333614 0.00 0.00 0.00
H -4.766175 -1.186260 1.836967 0.01 0.00 0.02
H -3.517980 -1.424619 -0.600114 0.01 -0.01 0.00
H -2.447730 -3.799994 -1.184029 0.01 -0.01 -0.01
H -0.931324 -4.563034 -3.022497 0.00 0.00 0.00
H 1.395238 -3.627978 -3.104583 -0.01 -0.01 0.00
H 2.066145 -1.968414 -1.394038 -0.01 0.00 0.01
C -2.868718 1.655452 -0.223193 -0.01 -0.02 -0.01
N -1.893163 1.159799 -1.180784 0.01 0.01 0.01
C -2.169259 0.692262 -2.446182 0.00 0.00 -0.02
C -0.976109 0.505768 -3.054291 0.00 0.02 0.01
N 0.025142 0.866033 -2.179375 0.03 0.04 -0.01
B 1.534167 0.883722 -2.707014 0.05 -0.03 0.01
N 2.408574 1.819718 -1.839605 -0.05 0.03 0.01
C 2.488589 3.182904 -2.029917 0.01 -0.01 -0.01
C 3.322102 3.693429 -1.099706 0.00 0.00 -0.02
N 3.757711 2.629554 -0.337310 -0.02 0.02 0.03
C 4.670435 2.710640 0.790662 0.00 0.01 0.00
C 3.187881 1.499715 -0.798334 0.01 -0.02 -0.03
S 3.501263 -0.061408 -0.130178 0.00 -0.02 0.01
C -0.547730 1.244186 -1.031928 -0.04 0.03 -0.02
S 0.158461 1.804881 0.447838 -0.01 -0.04 0.00
H -3.861320 1.398318 -0.584488 0.00 0.00 0.00
H -2.785848 2.736628 -0.128505 0.00 0.00 0.00
H -2.703523 1.202372 0.750768 0.01 0.00 0.01
H -3.175623 0.571714 -2.807086 0.01 0.00 0.01
H -0.747026 0.177958 -4.052732 0.00 0.00 0.01
H 1.476915 1.350768 -3.814872 -0.02 -0.02 0.01
H 1.972775 -0.231073 -2.698005 0.00 0.01 0.01
H 1.954105 3.668376 -2.826338 -0.01 -0.01 0.00
H 3.655009 4.700205 -0.922583 0.01 -0.02 0.02
H 5.076500 3.717681 0.827112 0.00 0.00 0.01
H 5.478404 1.993850 0.668355 0.00 0.00 0.00
H 4.145459 2.493617 1.720576 0.00 -0.01 -0.01
```
Positions in Å, forces in eV/Å.

Values from the calculation:
Maximum force in eV/Å: 0.2
Net charge: +1
Frontier orbital gap (spin up / spin down) in Ha: 0.2022 / 0.2025
Lowest unoccupied orbital energy (spin up / spin down) in eV: -4.565 / -4.562
E_HOMO (spin up / spin down) in eV: -10.1 / -10.1
E in eV: -110169.851
Relative energy (zero: lowest compared OMol25 entry of this formula, charge and spin) in eV: 0.000

=====

Formula: C17H21Br3F12O8
Source: the OMol25 dataset
Level of theory: ωB97M-V/def2-TZVPD

```
61
Properties=species:S:1:pos:R:3:forces:R:3
C 2.916774 -2.947377 -1.610418 0.02 -1.39 0.38
Br 2.483504 -2.376537 -3.457858 0.96 -0.35 1.43
Br 4.587894 -2.036857 -1.051648 -1.47 -0.53 -1.01
Br 3.046944 -4.926627 -1.279368 0.06 1.93 -0.68
H 2.072374 -2.647427 -0.989838 0.38 0.37 -0.09
C 0.107904 0.547873 -0.243838 0.12 0.64 1.04
C -0.256696 -0.861207 0.090282 -0.75 0.04 0.62
O -0.498556 -1.547487 -1.164538 1.66 0.76 -1.32
C -0.886286 -2.787137 -1.234618 -2.05 -0.54 2.14
O -1.309646 -3.386807 -0.278078 0.59 -0.52 -0.58
C -0.981296 -3.430827 -2.639228 1.01 0.50 0.43
F -0.044866 -4.437217 -2.652938 -0.27 1.21 -0.68
F -2.150176 -3.993647 -2.826598 0.07 0.46 -0.41
F -0.706196 -2.473467 -3.595148 -0.28 -1.68 0.59
H 0.099464 1.103153 0.694082 0.12 -0.04 0.23
H -0.569826 1.137843 -0.860858 0.21 -0.50 -0.49
H 1.162974 0.537513 -0.517358 -0.18 0.49 -0.69
H -1.096816 -1.008647 0.768932 -0.37 0.19 -0.43
H 0.582464 -1.224057 0.683782 0.23 -0.89 -0.48
C -4.104746 -5.320337 -5.907328 0.57 -0.63 0.35
C -3.983916 -6.796347 -5.449318 -3.08 0.92 -0.41
O -3.138476 -6.966747 -4.326328 1.71 -0.54 1.64
C -3.514836 -7.169207 -3.026788 -4.15 -0.03 -0.71
O -4.675426 -7.165107 -2.595048 3.30 0.10 -1.46
C -2.363026 -7.485367 -2.041428 0.59 0.25 -0.63
F -2.793306 -7.290897 -0.798058 0.52 0.15 -0.50
F -1.920776 -8.740897 -2.149648 -0.41 -0.06 -0.05
F -1.290736 -6.703447 -2.328578 -0.52 -0.06 0.59
H -3.181296 -4.904777 -6.310638 0.20 0.06 0.48
H -4.481546 -4.807397 -5.022448 0.27 0.52 -0.21
H -4.819136 -5.170817 -6.716888 -0.26 -0.49 0.14
H -3.872766 -7.498987 -6.275178 1.32 -0.12 0.33
H -5.009616 -7.024027 -5.159148 -0.08 -0.19 0.48
C -0.864966 7.095063 4.541592 -0.93 -0.63 -0.81
C -1.276996 7.418733 3.126502 0.47 1.75 -0.40
O -1.509456 6.307723 2.250492 -0.05 -0.89 0.28
C -0.440766 5.642653 1.882932 4.62 2.53 -0.14
O 0.762514 6.042613 2.066512 -4.81 -2.15 -0.62
C -0.777216 4.348413 1.083072 1.40 0.74 0.45
F -2.103776 4.246683 0.974422 0.82 -0.77 -0.42
F -0.135926 4.265313 -0.103068 -1.18 0.63 0.24
F -0.211026 3.359323 1.788702 -1.00 -0.61 0.45
H 0.221704 7.022443 4.497022 -0.20 -0.01 0.98
H -1.366126 6.168193 4.820612 0.38 -0.25 0.23
H -1.350366 7.853573 5.155712 0.84 0.15 0.30
H -0.454736 7.996363 2.704202 -0.14 0.06 -0.31
H -2.152876 8.066343 3.087522 -0.23 -0.54 -0.18
C 4.853134 5.010943 3.732762 -0.26 1.00 0.02
C 3.498744 4.368583 3.322172 2.60 1.68 0.25
O 3.729474 2.974133 3.253912 -0.38 -2.09 -0.40
C 3.197654 2.251163 2.271152 -1.92 0.92 -0.17
O 2.576904 2.687523 1.319572 1.19 -0.94 0.93
C 3.163114 0.685783 2.576922 2.07 2.22 0.61
F 1.935124 0.309843 2.810622 -0.83 -0.49 -0.14
F 3.678414 0.044603 1.527872 -0.29 -0.59 -0.58
F 3.927094 0.375013 3.634432 -0.32 -0.06 -0.16
H 5.174124 4.926183 4.770962 -0.37 -0.46 0.05
H 4.701464 6.079043 3.576972 -0.06 0.24 0.14
H 5.731624 4.811633 3.119052 -0.33 -0.60 -0.29
H 3.284964 4.832223 2.359142 -0.73 -0.55 0.09
H 2.797854 4.613213 4.120312 -0.40 -0.35 -0.42
```
Positions in Å, forces in eV/Å.

Values from the calculation:
Maximum force in eV/Å: 5.3
Net charge: +1
Frontier orbital gap (spin up / spin down) in Ha: 0.2758 / 0.1030
Lowest unoccupied orbital energy (spin up / spin down) in eV: -5.394 / -10.098
E_HOMO (spin up / spin down) in eV: -12.9 / -12.9
E in eV: -277075.249
<S²>: 0.758
Multiplicity: 2

=====

Formula: C17H21Cl2IrN5S
Source: the OMol25 dataset
Level of theory: ωB97M-V/def2-TZVPD

```
47
Properties=species:S:1:pos:R:3:forces:R:3
Ir -0.448922 -0.082072 -0.014845 0.03 0.08 0.52
C 0.612895 2.420249 1.913593 -0.03 0.04 -0.01
C 0.281235 2.971109 0.535554 0.01 0.01 0.01
N 0.489788 1.960924 -0.529252 -0.03 -0.02 -0.01
C 1.896178 1.758999 -0.960211 -0.01 0.00 -0.09
C 2.754436 0.906848 -0.031985 0.03 0.00 -0.01
S 1.973814 -0.631440 0.597235 -0.03 0.08 0.05
C 1.971621 -0.330916 2.398477 -0.01 0.02 0.03
C 0.650042 0.173016 2.982186 -0.04 -0.05 -0.04
N -0.043180 1.120904 2.100462 0.00 -0.05 -0.05
H 0.297173 3.139840 2.672725 0.01 0.00 -0.01
H 1.685422 2.296195 2.040616 0.01 -0.01 -0.02
H 0.874030 3.866472 0.331105 -0.01 -0.01 0.02
H -0.770981 3.258546 0.497316 0.00 -0.02 0.01
H -0.018319 2.286730 -1.348232 0.01 -0.02 0.00
H 2.386969 2.728372 -1.089325 0.00 -0.02 0.02
H 1.856142 1.288796 -1.941255 0.01 0.02 0.02
H 3.099287 1.462894 0.834860 0.00 -0.01 0.01
H 3.645604 0.599099 -0.577877 -0.02 -0.02 -0.01
H 2.801799 0.344889 2.599512 0.00 0.00 -0.02
H 2.232865 -1.282183 2.860193 -0.02 0.00 0.00
H 0.854052 0.616011 3.962284 0.02 -0.01 -0.01
H -0.027721 -0.666840 3.135635 0.01 0.00 0.00
H -0.988721 1.252978 2.443197 0.01 0.01 0.02
C -3.523894 -2.619589 2.576529 -0.02 -0.01 0.02
C -2.512162 -3.203063 1.824691 0.03 0.00 -0.02
C -1.723497 -2.411574 1.008964 0.00 0.06 -0.01
C -1.917498 -1.001573 0.963753 -0.05 -0.21 -0.06
C -2.990253 -0.444527 1.699832 0.11 0.08 -0.12
C -3.767559 -1.240578 2.505888 -0.02 -0.02 0.01
H -4.145055 -3.237221 3.211594 -0.01 -0.01 -0.01
H -2.353126 -4.272012 1.863109 0.01 0.00 0.00
H -0.956831 -2.886436 0.404167 0.01 0.01 0.01
H -3.199172 0.616794 1.626968 0.01 0.02 0.02
H -4.577298 -0.812668 3.081802 0.01 0.02 0.00
N 0.097228 -0.511389 -2.177782 -0.02 0.10 -0.29
C 0.060957 -0.768530 -3.299146 0.04 -0.01 0.27
C 0.015656 -1.086674 -4.672549 -0.08 -0.11 0.03
C -0.888478 -2.072991 -5.092577 0.04 0.05 -0.16
N -1.638733 -2.879381 -5.438105 -0.07 -0.07 0.04
C 0.869212 -0.397276 -5.543500 0.00 0.02 -0.08
N 1.580447 0.207601 -6.222296 0.06 0.04 -0.04
Cl -2.724691 1.619053 -1.211273 0.00 0.06 -0.02
C -4.013958 0.545900 -1.865414 0.07 0.04 0.08
Cl -3.358595 -0.948135 -2.510210 -0.04 0.00 -0.02
H -4.505693 1.109320 -2.649515 0.00 -0.05 -0.02
H -4.677972 0.324575 -1.038381 -0.02 -0.03 -0.04
```
Positions in Å, forces in eV/Å.

Values from the calculation:
Maximum force in eV/Å: 0.5
Net charge: +2
Frontier orbital gap (spin up / spin down) in Ha: 0.3368 / 0.2364
Lowest unoccupied orbital energy (spin up / spin down) in eV: -5.166 / -9.248
E_HOMO (spin up / spin down) in eV: -14.3 / -15.7
E in eV: -64118.368
Relative energy (zero: lowest compared OMol25 entry of this formula, charge and spin) in eV: 0.020
<S²>: 8.812
Multiplicity: 6